DFT (the ωB97M-V functional and the def2-TZVPD basis) results for a 3-piece molecular cluster, C22H53BFN2 overall.

Each line ends with the Mulliken charge.
Cartesian coordinates (Å):
C  3.793  1.285  -0.527  -1.320
C  2.628  2.288  -0.409  0.719
C  2.395  2.640  1.065  0.150
C  1.184  3.532  1.410  -0.922
C  0.467  4.220  0.244  -1.037
C  -0.512  3.293  -0.505  0.466
C  -1.984  3.603  -0.224  -0.802
C  -2.954  2.685  -0.991  -0.387
B  -3.756  1.649  0.008  0.656
C  -4.722  0.632  -0.894  -0.418
C  -5.027  -0.773  -0.381  -0.406
F  -4.305  -1.155  0.768  -0.310
H  4.367  1.315  0.406  0.382
H  3.445  0.260  -0.671  0.169
H  4.480  1.534  -1.339  0.398
H  2.873  3.195  -0.970  0.253
H  1.713  1.884  -0.850  -0.400
H  2.307  1.695  1.614  -0.615
H  3.311  3.111  1.443  0.371
H  1.507  4.294  2.129  0.457
H  0.436  2.927  1.934  0.428
H  -0.105  5.056  0.664  0.489
H  1.186  4.668  -0.453  0.403
H  -0.342  2.258  -0.177  -0.270
H  -0.331  3.313  -1.586  0.322
H  -2.147  3.460  0.854  0.243
H  -2.171  4.670  -0.420  0.230
H  -3.642  3.292  -1.600  0.251
H  -2.361  2.085  -1.701  -0.390
H  -4.459  2.320  0.777  -0.293
H  -2.900  1.044  0.655  -0.448
H  -5.687  1.140  -1.029  0.364
H  -4.288  0.540  -1.899  -0.012
H  -4.795  -1.541  -1.129  0.196
H  -6.082  -0.885  -0.105  0.260
C  -0.869  -2.582  -5.611  -1.490
C  -0.152  -2.504  -4.271  -0.294
N  0.147  -1.143  -3.867  0.316
C  1.088  -1.066  -2.763  -1.355
C  0.597  -1.541  -1.392  0.074
C  -1.006  -0.249  -3.799  -1.056
C  -2.215  -0.722  -2.987  -0.613
H  -0.315  -2.031  -6.373  0.326
H  -0.952  -3.623  -5.927  0.454
H  -1.878  -2.173  -5.557  0.278
H  0.804  -3.030  -4.353  0.520
H  -0.742  -3.057  -3.522  0.256
H  1.416  -0.026  -2.666  0.389
H  1.973  -1.641  -3.055  0.352
H  -0.106  -0.838  -0.948  -0.113
H  1.446  -1.628  -0.707  0.011
H  0.115  -2.519  -1.440  0.412
H  -1.336  -0.054  -4.823  0.294
H  -0.655  0.712  -3.415  0.233
H  -2.493  -1.747  -3.241  0.470
H  -3.075  -0.087  -3.203  0.306
H  -2.051  -0.672  -1.912  0.141
C  -0.345  -1.624  2.218  -0.930
C  0.305  -1.912  3.562  -0.445
N  1.506  -2.728  3.455  0.099
C  1.963  -3.262  4.724  -0.735
C  2.441  -2.275  5.796  -0.985
C  2.536  -2.217  2.565  -0.632
C  3.074  -0.806  2.831  -0.513
H  -0.519  -2.550  1.668  0.293
H  -1.304  -1.126  2.364  0.447
H  0.265  -0.967  1.597  -0.159
H  -0.401  -2.469  4.184  0.501
H  0.482  -0.957  4.081  0.229
H  2.765  -3.977  4.515  0.362
H  1.136  -3.846  5.141  0.437
H  3.405  -1.833  5.546  0.234
H  2.556  -2.795  6.750  0.405
H  1.725  -1.467  5.946  0.273
H  2.140  -2.245  1.547  0.137
H  3.363  -2.932  2.581  0.396
H  2.264  -0.091  2.984  0.114
H  3.647  -0.464  1.967  0.174
H  3.729  -0.766  3.700  0.212

Values from the calculation:
Multiplicity: 1
E_HOMO in eV: -4.81
Molar mass in g mol⁻¹: 375.49
Kohn-Sham gap in eV: 7.6
Maximum force in eV/Å: 0.3
Charge: -1


DFT (the ωB97M-V functional and the def2-TZVPD basis) results for C22H53FeO14 as an isolated structure at a distorted geometry.

Each line ends with the Mulliken spin population.
Cartesian coordinates (Å):
Fe  1.285  -3.731  1.151  3.847
C  0.195  0.363  1.099  0.009
C  1.226  -0.722  1.284  -0.003
O  1.053  -1.855  0.517  0.006
H  -0.817  0.096  1.382  -0.003
H  0.211  0.651  0.038  -0.002
H  0.492  1.242  1.685  0.000
H  1.182  -1.060  2.353  -0.009
H  2.264  -0.348  1.167  -0.002
C  1.622  -6.408  -1.982  0.010
C  1.520  -5.739  -0.870  -0.012
C  1.727  -6.447  0.463  -0.022
O  1.807  -5.623  1.524  0.038
C  1.763  -7.791  0.533  0.014
C  1.685  -8.614  -0.685  0.001
C  1.671  -7.871  -2.008  0.002
O  1.853  -8.488  -2.982  0.000
O  1.600  -9.789  -0.674  0.002
O  1.302  -4.455  -0.780  0.088
H  1.522  -5.850  -2.901  0.001
H  1.741  -8.235  1.524  0.000
C  -1.016  3.742  -2.463  0.000
C  -1.335  5.188  -2.450  0.000
O  -1.572  5.746  -3.756  0.000
H  -1.979  3.235  -2.655  0.000
H  -0.661  3.362  -1.502  0.000
H  -0.364  3.339  -3.237  0.000
H  -0.515  5.720  -1.964  0.000
H  -2.194  5.365  -1.785  0.000
H  -2.327  5.305  -4.160  0.000
C  0.878  -1.628  5.066  0.002
C  1.768  -2.619  4.350  0.005
O  1.026  -3.424  3.340  0.005
H  0.229  -2.157  5.776  0.000
H  0.214  -1.151  4.345  0.000
H  1.462  -0.876  5.589  0.000
H  2.312  -3.288  5.036  0.001
H  2.556  -2.111  3.783  -0.001
H  0.305  -3.906  3.773  0.003
C  -2.684  0.571  -3.447  0.000
C  -2.146  1.142  -4.726  0.000
O  -3.197  1.316  -5.681  0.000
H  -3.418  1.269  -3.062  0.000
H  -1.892  0.410  -2.717  0.000
H  -3.073  -0.412  -3.690  0.000
H  -1.391  0.441  -5.115  0.000
H  -1.645  2.106  -4.575  0.000
H  -2.870  1.150  -6.561  0.000
C  2.776  0.620  -2.513  0.000
C  1.450  -0.107  -2.733  0.000
O  1.523  -1.515  -2.500  0.001
H  3.084  0.558  -1.454  0.000
H  2.705  1.698  -2.747  0.000
H  3.588  0.105  -3.030  0.000
H  1.104  0.028  -3.758  0.000
H  0.703  0.384  -2.077  0.000
H  1.354  -1.713  -1.545  0.003
C  -4.225  -0.133  1.578  0.000
C  -4.478  0.448  0.194  0.000
O  -4.141  -0.488  -0.880  0.000
H  -3.193  -0.010  1.917  0.000
H  -4.474  -1.198  1.591  0.000
H  -4.837  0.338  2.366  0.000
H  -3.830  1.346  0.069  0.000
H  -5.523  0.730  0.082  0.000
H  -3.212  -0.844  -0.699  0.000
C  -2.497  4.614  1.110  0.000
C  -1.859  5.600  2.121  0.000
O  -2.687  6.706  2.418  0.000
H  -1.754  3.938  0.662  0.000
H  -2.900  5.141  0.237  0.000
H  -3.313  4.031  1.542  0.000
H  -0.892  5.938  1.768  0.000
H  -1.687  5.055  3.066  0.000
H  -3.576  6.380  2.569  0.000
C  3.154  2.578  1.873  0.000
C  3.248  4.122  1.741  0.000
O  4.012  4.731  2.793  0.000
H  4.147  2.190  2.097  0.000
H  2.798  2.094  0.961  0.000
H  2.485  2.375  2.713  0.000
H  2.268  4.569  1.677  0.000
H  3.752  4.334  0.778  0.000
H  4.939  4.556  2.627  0.000
O  3.447  -3.407  1.484  0.008
H  3.729  -2.479  1.354  -0.001
H  4.256  -3.932  1.595  0.001
O  -1.836  -2.091  -0.456  -0.001
H  -0.924  -1.738  -0.198  0.005
H  -2.057  -2.712  0.255  0.001

Values from the calculation:
Multiplicity: 5
E_HOMO (alpha / beta) in eV: -4.38 / -4.36
Molar mass in g mol⁻¹: 597.50
Kohn-Sham gap (alpha / beta) in eV: 6.2 / 6.1
Maximum force in eV/Å: 5.0
Charge: -1